109
Properties=species:S:1:pos:R:3:forces:R:3:lowdin_charge:R:1 method="wB97M-V/def2-TZVPD" homo_energy_ha=-0.2498 lumo_energy_ev=-2.57 gap_ev=4.222 multiplicity=1
O -4.654904 -7.308362 -0.335276 0.41 1.12 0.01 0.056
O -5.073652 -5.262113 0.646874 0.90 -1.07 -0.57 0.091
O 0.543394 -9.416164 -0.078217 -2.14 0.70 -0.66 0.050
O -1.183059 -9.672712 -1.406386 0.55 1.72 1.90 0.092
N -0.591481 -9.068841 -0.491242 1.78 -2.52 -0.88 -0.311
N -4.249503 -6.083045 0.272641 0.89 -0.34 0.00 -0.144
N 0.535233 2.321963 -0.409895 0.47 0.08 0.16 0.000
N -0.939770 1.133602 0.819101 -0.57 0.35 0.56 -0.006
N 0.606822 -4.735367 3.419423 -1.43 -1.47 -1.95 0.199
N -3.575803 -8.114549 -0.631298 1.39 1.69 0.92 0.155
C 1.404996 -0.663997 2.606301 0.39 0.28 -0.31 -0.047
C -2.866506 -6.165046 0.369979 -1.44 -0.69 -0.11 -0.093
C -4.677283 -0.626976 -1.063102 -0.24 -0.22 -0.03 -0.069
C 0.201423 3.762702 -4.133562 0.03 0.16 0.09 -0.036
C 1.874973 2.813175 -2.522848 -0.33 0.12 -0.10 -0.065
C -1.162286 -7.904867 0.135518 -0.01 1.57 0.93 -0.050
C -2.986035 -2.373648 2.110557 0.04 0.60 -0.42 -0.078
C 4.040055 3.911665 -2.341778 -0.19 0.07 0.02 -0.056
C 0.817086 2.451522 -3.613297 0.28 -0.15 0.19 -0.524
C -1.683004 0.002363 1.328385 -0.26 -0.24 -0.21 -0.073
C -2.498631 -7.412765 -0.181129 -0.94 -1.91 -0.04 -0.130
C -0.416983 -7.226713 1.110393 -0.37 -1.21 -1.50 0.091
C 2.732380 3.517696 -0.328878 -0.23 0.17 0.14 -0.077
C 0.573778 -0.218634 -0.460125 -0.55 1.59 0.62 -0.049
C -0.148240 0.849945 3.876471 -0.30 0.28 -0.12 -0.040
C 0.051290 -0.545887 3.293810 0.20 -0.36 -0.44 -0.512
C -0.026300 -5.290612 2.603709 1.54 1.24 1.83 -0.141
C -0.276698 1.554076 -3.102085 -0.51 -0.23 0.11 -0.065
C -3.661548 -1.391050 1.399788 -0.10 -0.58 0.29 -0.041
C 1.834464 -1.386660 -2.244296 0.29 0.56 0.35 -0.055
C 2.074016 2.782279 2.078147 -0.49 -0.12 0.35 -0.052
C 0.090383 -1.508046 4.497762 -0.15 -0.18 0.07 -0.069
C 2.766909 3.811161 1.209999 0.10 -0.03 -0.40 -0.520
C 4.108866 -0.713738 -2.758933 -0.12 0.12 0.30 -0.103
C 1.734155 2.819821 -1.094715 0.04 0.56 -0.17 -0.057
C -2.030818 -5.401911 1.187898 1.01 -0.06 0.95 0.111
C 2.970040 -1.484492 -3.043146 0.24 -0.04 0.10 -0.110
C 3.051192 3.310747 -3.094442 0.23 0.06 0.13 -0.047
C -1.355256 2.525733 0.993635 -0.50 -0.40 0.74 -0.118
C 0.156742 1.039400 -0.023042 0.33 -2.12 -1.11 -0.245
C 4.126713 0.110008 -1.619229 0.05 -0.33 -0.31 -0.084
C -0.820610 -5.971300 1.625670 -1.95 0.82 -0.80 -0.167
C -3.793473 0.383046 -0.306637 0.06 -0.17 0.36 -0.524
C -0.496044 3.280034 0.015289 0.55 0.44 -0.76 -0.104
C 4.215907 3.822462 1.736096 0.27 0.04 0.08 -0.069
C -2.978729 -0.319837 0.823369 -0.08 0.26 -0.20 -0.068
C 2.201524 5.219381 1.456206 -0.10 0.18 0.03 -0.036
C -1.642599 -2.158121 2.404380 -0.48 -0.31 0.61 -0.044
C 3.805416 4.113769 -0.994609 0.30 -0.17 -0.13 -0.052
C -1.100713 -0.879855 2.291806 0.46 0.14 0.04 -0.069
C 1.806805 -0.464343 -1.163299 0.75 -0.34 -0.41 -0.237
C -4.722674 1.426327 0.327964 -0.11 0.17 0.05 -0.036
C -2.923733 0.976258 -1.395200 0.20 0.43 -0.11 -0.057
C 3.008913 0.199682 -0.798883 -0.50 -0.39 -0.44 -0.042
C 1.460486 1.702856 -4.794528 0.18 -0.05 -0.19 -0.051
H 4.768066 2.932673 1.407842 -0.09 0.19 0.03 0.097
H 4.194731 3.815781 2.833307 -0.02 0.02 -0.19 0.089
H -5.510705 -1.004799 -0.463452 0.14 0.01 -0.14 0.071
H -2.301741 1.788575 -1.029514 -0.07 -0.19 -0.19 0.044
H 3.035479 0.788978 0.122131 -0.03 -0.17 -0.42 0.099
H -0.564184 3.556114 -4.893455 0.15 -0.04 0.14 0.089
H -0.105701 -1.052918 -0.276440 0.26 0.28 0.16 0.119
H -0.303367 1.591638 3.092690 0.17 -0.12 0.26 0.037
H 2.974575 -2.168607 -3.898214 0.02 0.26 0.31 0.101
H -1.181394 2.865572 2.025313 0.01 -0.08 -0.13 0.113
H 4.971002 4.243417 -2.800652 -0.31 0.14 0.05 0.110
H 4.767064 4.719761 1.435568 -0.02 -0.24 0.09 0.073
H 2.193561 5.433744 2.533362 0.02 -0.01 -0.18 0.092
H -3.528329 -3.264700 2.425161 0.16 0.18 -0.01 0.103
H -4.208750 2.062055 1.058471 -0.16 -0.11 -0.19 0.070
H 3.186427 3.298416 -4.176090 -0.11 -0.18 0.40 0.107
H 0.804017 -1.113536 5.235577 -0.14 -0.04 -0.21 0.091
H -1.039861 -2.970428 2.820809 -0.35 0.59 0.34 0.077
H 0.428573 -2.519535 4.235225 -0.13 0.36 0.07 0.038
H 2.603990 1.822237 2.069550 -0.15 0.19 -0.05 0.082
H 0.967152 4.404226 -4.587802 -0.14 -0.09 0.10 0.085
H -4.729545 -1.526396 1.226548 0.43 0.01 -0.08 0.109
H -1.075565 3.610717 -0.862106 0.10 0.02 0.13 0.119
H 2.830256 5.972048 0.962247 -0.15 -0.14 0.08 0.089
H -5.542643 0.923193 0.856485 0.14 0.15 -0.07 0.088
H -0.983171 1.324004 -3.911531 0.11 0.08 0.11 0.099
H 2.061978 3.147162 3.115243 0.07 -0.13 -0.17 0.098
H 1.181182 5.348009 1.078213 0.26 0.01 0.13 0.066
H 2.212810 -0.381107 3.296918 -0.15 -0.16 -0.08 0.095
H -5.150824 2.065623 -0.454526 -0.03 -0.08 0.17 0.092
H -2.427976 2.657612 0.816557 0.31 0.01 -0.13 0.098
H -0.828608 2.046874 -2.307349 -0.01 -0.13 -0.16 0.046
H -3.562520 1.395177 -2.185722 0.14 -0.13 0.14 0.101
H 1.444442 -0.008830 1.732345 0.15 -0.24 0.28 0.039
H 0.734026 1.135366 4.463347 -0.20 -0.04 -0.07 0.092
H 0.940028 -1.986825 -2.450654 0.33 0.32 -0.03 0.113
H -2.288534 0.202535 -1.842225 0.00 0.23 0.11 0.099
H 2.097063 0.880951 -4.443620 -0.10 0.17 -0.05 0.081
H 2.051672 2.363835 -5.438025 -0.07 -0.19 0.07 0.073
H 5.021709 0.682265 -1.367121 -0.19 -0.21 -0.09 0.104
H 0.521347 -7.660931 1.452246 -0.22 0.06 -0.28 0.141
H -4.087934 -1.478692 -1.424279 -0.10 0.13 0.09 0.098
H -1.032001 0.866159 4.529092 0.19 0.01 -0.07 0.098
H -2.396007 -4.441976 1.532090 0.29 -0.18 0.04 0.082
H 0.671963 1.268712 -5.423486 0.11 0.13 0.14 0.089
H 1.041186 2.613938 1.791851 0.16 -0.07 0.13 0.048
H 4.995523 -0.778016 -3.394614 -0.33 0.01 0.18 0.096
H 1.577865 -1.689669 2.252916 -0.01 0.19 0.10 0.098
H -0.887628 -1.577052 4.989493 0.12 -0.02 -0.06 0.092
H 0.125018 0.609305 -2.721792 -0.17 0.25 -0.08 0.075
H -5.117676 -0.134062 -1.938415 0.08 -0.03 0.17 0.088
H -0.034807 4.164588 0.462460 -0.19 -0.22 -0.11 0.097
H -0.271992 4.326551 -3.318008 0.08 -0.10 -0.14 0.084
H 4.501130 4.758248 -0.455059 -0.19 -0.48 -0.10 0.104